# 1
The following is a DFT calculation (ωB97M-V/def2-TZVPD) of a cluster of 12 separate species, H24O12 in total.

Properties
energy relative to the best compared isomer or geometry (same formula, charge and spin)	129.3	kcal/mol
gap between HOMO and LUMO	8.47	eV
SMILES string	O.O.O.O.O.O.O.O.O.O.O.O
spin multiplicity	1

Positions of all 36 atoms, in Å:
O -2.69051 4.23415 1.41452
O -2.79841 -2.87466 -0.06398
O -2.99316 1.63458 -2.25073
O -0.30150 -0.74559 3.28884
O 1.32591 1.14252 0.85788
O 4.17769 -0.00095 -2.11105
O 0.41326 -0.29798 -0.59396
O 2.55251 2.43094 0.06174
O 3.47203 -0.50039 3.10059
O -3.95687 -0.47094 0.68087
O 0.91898 0.81003 -3.06174
O 0.28377 -3.32464 -0.76450
H 0.60699 1.77825 0.94725
H -2.42476 -3.69348 -0.40882
H 0.68655 -4.20023 -0.75468
H -2.81541 0.72871 -2.52786
H -0.61121 -1.62856 3.51998
H 1.26965 -0.08748 -3.08400
H -2.64093 3.33891 1.06085
H 3.87571 -0.61674 -1.43385
H 0.39241 0.83612 -2.25487
H 3.54492 0.01749 2.29098
H -3.55950 -3.16330 0.45218
H 1.62656 0.99981 1.76244
H 0.04718 0.08688 0.21031
H -4.21740 -0.60243 -0.23773
H 4.02042 -0.46782 -2.93948
H 1.81409 2.03246 -0.41253
H -0.62988 -0.60892 2.39303
H -2.38899 2.16522 -2.78214
H 3.25585 0.15120 3.77711
H 3.09216 1.67877 0.33009
H -2.58922 4.79835 0.63966
H -3.23199 -1.09285 0.81036
H -0.21387 -3.30466 -1.58969
H 0.68694 -1.18277 -0.32704

Here are the natural (NBO) charges for atoms 1 to 6, given in e: O -0.938; O -0.957; O -0.942; O -0.935; O -0.946; O -0.925

***

# 2
The following is a DFT calculation (ωB97M-V/def2-TZVPD) of the molecule Br2H4OSi2.

Properties
energy relative to the best compared isomer or geometry (same formula, charge and spin)	14.0	kcal/mol
gap between HOMO and LUMO (spin up / spin down)	5.25 / 5.80	eV
expectation value of S²	2.01
spin multiplicity	3

Positions of all 9 atoms, in Å:
Br -2.22439 -2.09637 -0.37122
Br -0.82939 -0.55567 2.48396
Si 0.46977 1.45449 -0.74875
Si -0.37922 -1.56012 0.56182
O 0.54955 -0.16064 -0.55175
H 1.84495 1.57331 -1.23331
H 0.61136 1.88800 0.69992
H 0.72624 -2.55862 0.87322
H -0.76887 2.01561 -1.71391

Here are the natural (NBO) charges for atoms 1 to 6, given in e: Br -0.294; Br -0.310; Si 1.013; Si 0.774; O -0.712; H -0.151

***

# 3
The following is a DFT calculation (ωB97M-V/def2-TZVPD) of a structure of composition C33H45N2O2PtSSe.

Properties
net charge	-1
energy relative to the best compared isomer or geometry (same formula, charge and spin)	0.8	kcal/mol
gap between HOMO and LUMO	6.93	eV
spin multiplicity	1

Positions of all 85 atoms, in Å:
Pt -0.40215 -1.10088 -2.76647
Se -0.35623 1.26131 -2.57362
S -0.36145 -3.41939 -2.53282
O -2.38315 -0.97537 -2.36066
O 1.62280 -1.01312 -2.74459
N 0.07931 -2.46325 -0.07686
N 0.35922 -4.80274 -0.42085
C 3.48893 2.92583 0.92380
C -2.63428 -0.03267 -1.47607
C 1.07789 -6.33619 1.28806
C 4.53647 -1.46287 -3.09763
C 1.29169 1.05637 -1.59408
C 4.82176 3.51003 0.43510
C -5.76848 -1.32755 0.37735
C -5.26609 -1.55435 -2.03371
C -2.27654 3.31231 2.35281
C 0.06149 -3.56355 -0.85306
C 0.44032 -2.63207 1.18378
C 3.49069 -2.71460 -1.18712
C -3.75594 -0.13344 -0.60882
C 2.04865 -0.08682 -1.91600
C -3.99614 0.89751 0.29012
C -3.48061 3.15897 1.41211
C -3.70817 4.48353 0.67008
C -3.20439 2.04313 0.40452
C 0.78434 -3.86264 1.71723
C -4.71680 2.87478 2.26583
C -3.77255 -2.62174 -0.31223
C 3.71023 2.22956 2.27419
C -4.63037 -1.38939 -0.64477
C 4.21082 -1.41968 -1.59635
C 2.51287 4.08256 1.14114
C 2.95912 1.91568 -0.09170
C -2.11319 2.13428 -0.44556
C -1.82544 1.11640 -1.33619
C 3.72366 0.78434 -0.41490
C 1.73731 2.04240 -0.72314
C 0.71906 -4.94550 0.84732
C 3.33007 -0.20424 -1.29742
C 5.53870 -1.36674 -0.83630
H 1.55169 3.72810 1.51906
H -3.89566 5.29457 1.37984
H 5.38854 -1.37605 0.24599
H -4.56656 4.40410 0.00017
H -2.95912 -2.74591 -1.02430
H 0.37900 -7.05110 0.85666
H -2.45498 4.11075 3.07903
H -6.35608 -2.24548 0.30551
H -1.45955 2.99999 -0.41576
H 2.33542 4.63581 0.21658
H 5.16452 -2.33186 -3.31491
H 1.07496 -6.42687 2.37422
H 2.07504 -6.59004 0.92260
H -4.60216 1.95561 2.84364
H -5.90633 -0.69800 -2.26310
H -6.44063 -0.48588 0.19150
H 1.07892 -3.97558 2.75147
H -2.09462 2.38305 2.89601
H 4.68776 4.02084 -0.52045
H -1.36864 3.55572 1.79892
H -4.84666 0.80051 0.94799
H -5.39335 -1.25315 1.40078
H 2.92610 4.77875 1.87480
H -4.39535 -3.52120 -0.33227
H 3.62637 -1.53264 -3.68898
H 5.21433 4.22866 1.16041
H 4.42474 1.40996 2.18579
H 4.09588 2.93796 3.01319
H 3.26138 -2.70487 -0.11809
H -4.50225 -1.63743 -2.80277
H -4.87136 3.69664 2.96907
H 6.12579 -0.48301 -1.09857
H -2.83970 4.75565 0.06867
H -3.34480 -2.52529 0.68917
H 4.13747 -3.57371 -1.38972
H 4.68583 0.67809 0.06898
H -5.61575 2.78374 1.65283
H 5.57091 2.72960 0.29432
H 6.12846 -2.24843 -1.09655
H 0.45527 -1.73481 1.79754
H 2.77178 1.81551 2.64792
H 2.56283 -2.83987 -1.74005
H 1.09857 2.89779 -0.54221
H 5.08322 -0.56385 -3.39501
H -5.88462 -2.45657 -2.05237

Here are the Mulliken charges for atoms 1 to 6, given in e: Pt 1.199; Se -0.204; S -0.631; O -1.260; O -1.235; N -0.128

***

> Which formula does entry 3 have?

C33H45N2O2PtSSe

***

> Which of these has the highest spin multiplicity?

Br2H4OSi2

***

> Which value of spin multiplicity does entry 1 give?

1

***

> Among the records above, which one has the highest spin multiplicity?

Br2H4OSi2